Entry 1:
# C3H12N3O

2 unconnected molecules or ions with the total composition C3H12N3O in a non-equilibrium geometry (ωB97M-V/def2-TZVPD, the Open Molecules 2025 dataset).

Geometry as XYZ:
```
19
Properties=species:S:1:pos:R:3:forces:R:3
C -0.596 -1.246 -2.110 -0.8 -0.8 -0.4
C -1.160 -0.392 0.091 -0.2 0.4 0.9
N -0.843 -0.166 -1.167 0.5 -0.1 -0.2
N -1.418 -1.607 0.582 0.0 -0.2 -0.7
N -1.268 0.633 0.948 0.1 0.5 0.2
H -0.363 0.711 -1.333 -0.1 -0.1 0.1
H -0.210 -2.148 -1.633 0.4 0.3 0.1
H 0.066 -0.940 -2.910 0.2 0.2 0.2
H -1.608 -2.359 -0.064 0.2 0.0 0.2
H -1.824 -1.677 1.500 -0.1 0.0 0.0
H -1.130 1.578 0.629 0.2 -0.1 -0.2
H -1.062 0.510 1.928 -0.2 -0.2 -0.1
H -1.522 -1.572 -2.589 -0.1 0.3 0.0
C 2.238 1.306 1.371 -0.4 -0.7 -0.6
O 1.540 1.506 0.131 -0.2 0.3 -0.4
H 1.918 2.238 -0.379 0.1 -0.3 0.5
H 2.239 0.227 1.549 -0.2 0.1 0.1
H 1.735 1.819 2.188 0.2 0.2 0.1
H 3.271 1.578 1.267 0.5 0.4 0.2
```
Forces are in eV/Å.

**HOMO energy**: -14.2 eV
**Orbital gap**: 11.4 eV
**Spin multiplicity**: 1
**Energy relative to the best compared isomer or geometry (same formula, charge and spin)**: 1.071 eV
**Charge**: +1

=====

Entry 2:
# C3H12N3O

2 unconnected molecules or ions with the total composition C3H12N3O in a non-equilibrium geometry (ωB97M-V/def2-TZVPD, the Open Molecules 2025 dataset).

Geometry as XYZ:
```
19
Properties=species:S:1:pos:R:3:forces:R:3
C 2.207 -0.795 -0.862 0.3 -0.2 -2.1
C -2.112 0.004 -0.042 -1.0 3.4 3.6
C 1.297 0.243 -0.137 1.7 -1.1 1.5
N -2.258 0.480 1.230 -0.3 -0.9 -3.2
N -0.044 -0.008 -0.608 -0.3 -0.9 -0.4
N 1.224 -0.012 1.320 0.0 0.4 -0.2
O -2.567 0.829 -0.979 -0.7 -0.1 0.1
H 1.869 -1.837 -0.619 -0.1 0.8 -0.2
H 2.088 -0.635 -2.015 0.2 -0.4 2.0
H 3.315 -0.851 -0.705 -1.0 0.8 0.4
H 1.602 1.277 -0.353 -0.1 -0.4 0.2
H -2.011 -0.047 2.001 0.7 -1.5 1.5
H -2.289 1.454 1.413 -0.1 0.9 -0.1
H -0.069 -0.856 -1.193 -0.1 1.1 -0.2
H -0.386 0.833 -0.981 -0.4 0.7 -1.7
H 1.909 0.409 1.934 0.2 0.4 -0.5
H -1.955 -1.024 -0.179 -0.4 -1.0 -0.5
H 1.379 -0.997 1.394 -0.1 -0.7 0.5
H -3.201 1.533 -0.619 1.4 -1.3 -0.5
```
Forces are in eV/Å.

**HOMO energy**: -13.3 eV
**Orbital gap**: 9.5 eV
**Spin multiplicity**: 1
**Energy relative to the best compared isomer or geometry (same formula, charge and spin)**: 3.237 eV
**Charge**: +1

=====

Entry 3:
# C3H12N3S

2 unconnected molecules or ions with the total composition C3H12N3S (ωB97M-V/def2-TZVPD, the Open Molecules 2025 dataset).

Geometry as XYZ:
```
19
Properties=species:S:1:pos:R:3:forces:R:3
C 1.513 -0.309 -1.287 -0.2 -0.1 0.3
C -1.712 -0.172 -0.193 0.7 0.1 0.0
C 0.783 0.089 -0.031 -0.2 0.5 0.2
N -1.908 0.936 -0.897 -0.3 -0.1 0.1
N -2.086 -0.260 1.080 -0.3 0.2 0.0
N 1.502 -0.587 1.151 0.1 0.0 -0.3
S 0.819 1.856 0.309 -0.4 -0.7 0.0
H 2.586 -0.085 -1.253 0.2 0.1 -0.1
H 1.094 0.225 -2.136 0.0 0.0 -0.1
H 1.394 -1.377 -1.472 0.1 -0.1 -0.1
H -1.519 -1.087 -0.732 0.0 0.0 0.0
H -1.536 0.993 -1.831 0.0 0.0 0.0
H -2.012 1.817 -0.412 0.0 0.0 -0.1
H -2.359 0.571 1.582 0.0 -0.1 0.1
H -2.168 -1.147 1.542 0.0 0.0 0.0
H 1.376 -1.603 1.106 0.0 0.2 0.1
H 1.112 -0.214 2.021 0.2 -0.2 -0.1
H 2.518 -0.404 1.147 -0.2 0.0 0.1
H 2.019 2.198 -0.165 0.4 0.1 -0.1
```
Forces are in eV/Å.

**HOMO energy**: -11.3 eV
**Orbital gap**: 8.3 eV
**Spin multiplicity**: 1
**Energy relative to the best compared isomer or geometry (same formula, charge and spin)**: 2.791 eV
**Charge**: +1

=====

Entry 4:
# C3H12N3S2

2 unconnected molecules or ions with the total composition C3H12N3S2 (ωB97M-V/def2-TZVPD, the Open Molecules 2025 dataset).

Geometry as XYZ:
```
20
Properties=species:S:1:pos:R:3:forces:R:3
C -0.627 -1.191 1.025 0.1 0.0 -0.1
N -1.620 -0.844 1.847 -0.3 0.1 0.3
N 0.462 -1.773 1.513 0.3 -0.1 -0.4
N -0.737 -0.951 -0.287 -0.1 0.1 -0.1
C 0.663 -2.072 2.928 0.1 -0.1 0.4
H -1.539 -1.026 2.850 -0.2 0.2 -0.8
H -2.460 -0.395 1.474 0.6 -0.3 0.5
H 1.203 -2.027 0.855 -0.3 0.1 0.3
H 0.022 -1.216 -0.920 -0.5 0.2 0.2
H -1.578 -0.502 -0.657 0.8 -0.4 0.1
H 1.649 -2.552 3.044 -0.6 0.3 -0.1
H -0.111 -2.761 3.306 0.3 0.1 -0.2
H 0.644 -1.153 3.538 0.1 -0.3 -0.3
S 3.452 -2.238 -0.925 0.0 -0.1 0.1
S 2.079 -2.557 -2.411 0.0 0.0 0.0
C 2.955 -1.950 -3.866 0.4 0.4 -0.6
H 4.129 -3.402 -1.022 -0.1 0.1 0.1
H 2.256 -2.006 -4.716 0.2 0.0 0.4
H 3.843 -2.562 -4.099 -0.5 0.1 0.2
H 3.275 -0.902 -3.741 -0.2 -0.5 0.0
```
Forces are in eV/Å.

**HOMO energy**: -12.4 eV
**Orbital gap**: 9.6 eV
**Spin multiplicity**: 1
**Energy relative to the best compared isomer or geometry (same formula, charge and spin)**: 0.223 eV
**Charge**: +1

=====

Entry 5:
# C3H12N4

A single C3H12N4 molecule in a non-equilibrium geometry (ωB97M-V/def2-TZVPD, the Open Molecules 2025 dataset).

Geometry as XYZ:
```
19
Properties=species:S:1:pos:R:3:forces:R:3
C -0.691 -1.216 -0.380 0.1 1.2 0.0
C 0.384 0.816 0.663 0.0 0.0 -0.3
C 1.875 0.560 0.416 -0.3 0.0 0.2
N -0.469 0.273 -0.391 1.5 -0.4 -0.8
N -0.484 -1.724 -1.720 0.5 -0.1 0.0
N -2.070 -1.196 0.040 -0.7 1.8 -1.0
N 0.059 2.228 0.765 0.1 0.5 0.7
H -0.141 0.577 -1.304 0.3 -0.1 0.0
H -0.017 -1.723 0.327 -0.1 0.1 -0.3
H 0.084 0.302 1.586 0.0 0.2 -0.1
H -2.084 -0.044 -0.207 -1.2 -3.3 1.8
H -1.290 -1.505 -2.295 -0.1 -0.1 0.1
H -0.370 -2.730 -1.712 -0.1 0.1 0.0
H -2.197 -1.465 1.008 -0.1 0.4 0.0
H -0.099 2.507 1.727 -0.1 -0.1 -0.1
H 0.777 2.851 0.414 0.1 -0.3 -0.1
H 2.069 -0.503 0.284 0.0 -0.1 -0.1
H 2.467 0.906 1.263 0.0 0.1 0.0
H 2.200 1.085 -0.483 0.0 0.0 -0.1
```
Forces are in eV/Å.

**HOMO energy**: -8.2 eV
**Orbital gap**: 9.2 eV
**Spin multiplicity**: 1
**SMILES string**: C[C@@H](N)NC(N)N
**Energy relative to the best compared isomer or geometry (same formula, charge and spin)**: 1.469 eV
**Charge**: 0

=====

Entry 6:
# C3H12N4

2 unconnected molecules or ions with the total composition C3H12N4 in a non-equilibrium geometry (ωB97M-V/def2-TZVPD, the Open Molecules 2025 dataset).

Geometry as XYZ:
```
19
Properties=species:S:1:pos:R:3:forces:R:3
C 2.405 1.083 -0.200 -0.1 -0.2 -0.2
N 1.111 1.128 0.450 -0.3 0.1 0.4
N 0.585 -0.160 0.628 -0.6 -0.6 -0.2
H 1.197 1.614 1.348 -0.1 -0.3 -0.2
H 0.087 -1.349 -1.595 -0.4 -0.2 0.0
H 1.128 -0.808 1.198 -0.2 0.2 0.0
H 2.779 2.100 -0.301 0.0 0.0 0.0
H 2.273 0.654 -1.194 0.1 0.0 0.0
H 3.147 0.480 0.344 0.0 0.0 0.0
C -1.657 0.785 0.281 0.1 -0.2 -0.2
C -0.812 -0.374 0.732 0.7 1.0 1.5
N -0.921 -1.500 -1.619 -0.1 -0.2 -0.1
N -1.186 -1.399 1.393 0.3 -0.1 -0.1
H -1.215 -1.769 -2.545 0.2 -0.1 -0.2
H -1.163 -2.252 -0.975 0.2 0.3 -0.2
H -2.192 -1.454 1.527 0.1 0.1 -0.4
H -2.691 0.474 0.162 0.0 -0.1 -0.1
H -1.264 1.166 -0.657 -0.1 0.1 0.0
H -1.614 1.580 1.025 0.1 0.0 0.0
```
Forces are in eV/Å.

**HOMO energy**: -8.6 eV
**Orbital gap**: 9.7 eV
**Spin multiplicity**: 1
**SMILES string**: [H]/N=C(\C)NNC.N
**Energy relative to the best compared isomer or geometry (same formula, charge and spin)**: 1.323 eV
**Charge**: 0